An isolated ion of composition C4H15N6O and charge +1 in a non-equilibrium geometry. Source: the OMol25 dataset; level of theory: the ωB97M-V functional and the def2-TZVPD basis.

* total charge: +1
* DFT total energy: -15370.8837 eV
* E_LUMO: -0.102 hartree
* ΔE to the lowest compared entry with this formula, charge and spin: 1.1516 eV

Positions of all 26 atoms, in Å:
C: -0.06 0.22 -1.72
C: -0.59 -0.93 -0.79
C: -0.47 -0.36 0.57
C: 1.01 1.23 0.01
N: 0.25 -2.17 -0.82
N: -2.00 -1.20 -1.15
N: 0.44 -1.01 1.48
N: -1.50 0.26 1.24
N: 0.29 2.40 0.24
N: 2.16 1.10 0.80
O: 1.13 0.70 -1.25
H: 0.11 -0.28 -2.68
H: -0.79 1.06 -1.71
H: 0.67 -2.34 -1.71
H: -0.39 -2.94 -0.61
H: -2.52 -0.31 -0.98
H: -2.44 -2.02 -0.65
H: 1.03 -1.53 0.89
H: -0.03 -1.56 2.22
H: -2.18 0.88 0.68
H: -1.39 0.54 2.23
H: 0.94 3.24 0.58
H: -0.17 2.64 -0.58
H: 1.19 -0.24 1.80
H: 2.34 1.86 1.48
H: 2.95 0.76 0.43